# 1
A cluster of 2 separate species, C21H35N2O10P3 in total in a non-equilibrium geometry, computed with ωB97M-V/def2-TZVPD.

```
71
C21H35N2O10P3, DFT ωB97M-V/def2-TZVPD
C 6.857 -2.736 0.335
C 5.544 -1.905 0.687
C 5.365 -2.031 2.267
C 4.303 -2.459 -0.114
C 3.160 -1.351 -0.346
C 1.723 -1.903 -0.067
C 1.297 -3.002 -0.965
C -0.010 -3.622 -0.763
C -0.891 -3.116 0.301
O -2.132 -3.750 0.387
C -0.497 -2.027 1.209
P -1.645 -1.469 2.574
N -3.011 -2.532 2.771
O -0.729 -1.712 4.012
C 0.835 -1.390 1.001
P 1.479 0.023 1.989
N 0.484 0.671 3.005
O 1.870 1.219 0.876
O 2.845 -0.453 2.842
C -0.420 -4.797 -1.682
O -1.546 -5.146 -1.934
C 0.750 -5.632 -2.301
C 1.964 -5.056 -2.497
C 2.158 -3.548 -2.127
O 2.934 -2.914 -2.801
H 7.601 -2.613 1.173
H 6.633 -3.840 0.309
H 7.372 -2.373 -0.588
H 5.704 -0.844 0.355
H 6.175 -2.644 2.734
H 5.386 -1.023 2.754
H 4.342 -2.450 2.458
H 3.879 -3.407 0.303
H 4.693 -2.703 -1.143
H 3.200 -0.997 -1.412
H 3.446 -0.481 0.289
H -2.792 -3.093 0.098
H -2.758 -3.526 2.711
H -3.343 -2.404 3.735
H -0.007 -2.309 3.742
H 0.869 0.627 3.952
H 1.061 1.718 0.655
H 3.157 0.376 3.261
H 0.515 -6.685 -2.567
H 2.762 -5.675 -2.957
C -3.955 4.268 -4.517
C -3.038 3.291 -3.805
O -2.867 3.644 -2.438
P -4.102 3.360 -1.382
O -3.965 1.858 -1.256
O -3.293 3.712 0.020
C -3.295 2.807 1.125
C -1.982 2.056 1.180
O -4.539 4.982 -1.498
C -4.806 5.790 -0.347
C -3.601 6.658 -0.045
H -4.975 4.197 -4.129
H -3.981 4.064 -5.589
H -3.621 5.295 -4.360
H -3.418 2.267 -3.885
H -2.050 3.314 -4.266
H -4.147 2.128 1.084
H -3.411 3.405 2.034
H -1.776 1.538 0.241
H -1.984 1.324 1.989
H -1.155 2.752 1.342
H -5.101 5.183 0.509
H -5.655 6.433 -0.592
H -2.698 6.068 0.108
H -3.772 7.264 0.847
H -3.395 7.324 -0.886
```

HOMO-LUMO gap = 6.785 eV
E_LUMO = -1.403 eV
SMILES = CC(C)CCc1c2c(c(O)c(P(N)O)c1P(=N)(O)O)C(=O)C=CC2=O.CCOP(=O)(OCC)OCC
maximum force = 8.420 eV Å⁻¹

***

# 2
A structure of composition C21H35N2O3PdSi3 in a non-equilibrium geometry, computed with ωB97M-V/def2-TZVPD.

```
65
C21H35N2O3PdSi3, DFT ωB97M-V/def2-TZVPD
Pd 0.095 -0.115 0.171
C -1.677 0.159 3.003
Si -1.709 -1.699 2.491
C -3.164 -2.125 1.332
C -1.861 -2.726 4.091
C -0.035 -1.988 1.620
C 0.036 -2.782 0.422
C -0.597 -4.018 0.230
C -0.440 -4.670 -0.975
C 0.356 -4.110 -1.967
C 0.931 -2.872 -1.727
N 0.786 -2.245 -0.572
Si 1.679 -1.729 2.457
C 1.798 -3.116 3.769
C 3.074 -2.022 1.184
C 1.794 -0.023 3.306
H -2.669 0.599 2.961
H -1.013 0.750 2.357
H -1.330 0.272 4.026
H -3.842 -2.830 1.800
H -2.838 -2.565 0.395
H -3.744 -1.245 1.074
H -2.784 -2.475 4.602
H -1.049 -2.523 4.776
H -1.878 -3.793 3.904
H -1.191 -4.439 1.025
H -0.936 -5.612 -1.150
H 0.540 -4.630 -2.892
H 1.545 -2.392 -2.478
H 1.390 -4.053 3.405
H 1.272 -2.860 4.681
H 2.835 -3.290 4.031
H 3.050 -3.045 0.821
H 4.049 -1.860 1.632
H 2.971 -1.354 0.333
H 1.114 0.052 4.146
H 1.580 0.788 2.615
H 2.798 0.129 3.686
O -3.642 -0.587 -1.693
C -2.615 -0.143 -1.232
O -1.501 -0.734 -1.110
C -2.622 1.307 -0.699
C -3.710 2.129 -0.950
C -3.681 3.419 -0.447
C -2.571 3.831 0.277
C -1.524 2.942 0.473
N -1.562 1.701 -0.004
H -4.536 1.726 -1.516
H -4.514 4.088 -0.600
H -2.514 4.829 0.682
H -0.641 3.218 1.035
C 4.156 2.162 1.359
Si 3.065 1.863 -0.191
C 4.049 0.701 -1.400
C 2.929 3.518 -1.155
O 1.724 1.164 0.246
H 5.044 2.713 1.076
H 4.460 1.229 1.818
H 3.616 2.743 2.096
H 4.870 1.249 -1.845
H 3.384 0.346 -2.179
H 4.442 -0.144 -0.847
H 3.922 3.938 -1.288
H 2.331 4.232 -0.598
H 2.483 3.385 -2.136
```

HOMO-LUMO gap (spin up / spin down) = 5.370 / 5.308 eV
total charge = +1
E_LUMO (spin up / spin down) = -6.351 / -6.300 eV
maximum force = 4.234 eV Å⁻¹

***

# 3
The molecule C21H35N3O3, computed with ωB97M-V/def2-TZVPD.

```
62
C21H35N3O3, DFT ωB97M-V/def2-TZVPD
C 1.517 5.316 -3.861
C 1.162 5.158 -2.414
C 2.264 5.472 -1.452
C -0.036 4.726 -2.031
C -0.481 4.594 -0.617
O -0.443 5.522 0.175
N -1.004 3.387 -0.280
C -0.841 2.176 -1.050
C 0.144 1.240 -0.347
C -0.362 0.924 1.064
N 0.473 -0.073 1.694
C 1.825 0.289 2.063
C 2.710 -0.967 1.940
C 1.796 -2.196 1.924
C 1.154 -2.288 0.537
O 1.693 -1.865 -0.467
N -0.040 -2.923 0.491
C -0.710 -3.219 -0.749
C -0.825 -4.737 -0.948
C -1.542 -5.108 -2.259
C -2.557 -6.164 -1.821
C -2.825 -5.742 -0.378
O -1.575 -5.313 0.120
C 0.782 -2.044 3.060
C -0.144 -0.857 2.737
C -0.530 2.243 1.838
C -1.476 3.166 1.070
H 1.765 6.356 -4.070
H 2.393 4.714 -4.102
H 0.696 5.018 -4.509
H 3.038 4.705 -1.507
H 1.888 5.527 -0.435
H 2.722 6.425 -1.708
H -0.796 4.504 -2.770
H -0.473 2.421 -2.046
H -1.818 1.686 -1.143
H 0.268 0.312 -0.905
H 1.114 1.735 -0.298
H -1.354 0.462 0.964
H 1.860 0.681 3.094
H 2.192 1.067 1.397
H 3.268 -0.944 1.005
H 3.415 -1.023 2.770
H 2.392 -3.104 2.066
H -0.398 -3.407 1.297
H -1.714 -2.778 -0.739
H -0.122 -2.774 -1.554
H 0.181 -5.173 -0.895
H -2.053 -4.232 -2.660
H -0.847 -5.477 -3.009
H -2.107 -7.156 -1.838
H -3.458 -6.169 -2.430
H -3.554 -4.918 -0.347
H -3.177 -6.552 0.262
H 0.204 -2.955 3.224
H 1.337 -1.850 3.979
H -0.328 -0.268 3.655
H -1.110 -1.212 2.369
H 0.438 2.734 1.948
H -0.936 2.053 2.833
H -1.544 4.142 1.555
H -2.476 2.717 1.020
```

energy above the lowest of the compared OMol25 structures with the same formula, charge and spin = 7.8 kcal/mol
HOMO-LUMO gap = 8.871 eV
E_LUMO = 0.695 eV
SMILES = CC(C)=CC(=O)N1CCC(N2CCC(C(=O)NC[C@@H]3CCCO3)CC2)CC1
maximum force = 0.615 eV Å⁻¹

***

# 4
The molecule C21H35N3O4, computed with ωB97M-V/def2-TZVPD.

```
63
C21H35N3O4, DFT ωB97M-V/def2-TZVPD
C -1.198 2.933 2.673
C -1.660 1.697 2.795
C -1.929 0.784 1.637
C -0.976 -0.420 1.560
C -1.516 -1.372 0.507
O -2.340 -2.227 0.786
N -1.079 -1.170 -0.755
C -1.611 -1.917 -1.870
C -0.983 -3.308 -1.972
C -1.324 -1.100 -3.126
O -0.492 -0.205 -3.128
N -2.018 -1.460 -4.225
C -1.814 -0.803 -5.506
C -2.550 0.530 -5.638
C -4.058 0.346 -5.515
C -2.182 1.175 -6.969
C 0.529 -0.042 1.483
N 0.702 -0.670 2.787
C 1.762 -0.989 3.570
O 1.616 -1.675 4.565
C 3.104 -0.428 3.118
C 4.183 -1.498 3.247
C 3.474 0.841 3.903
O 3.825 0.445 5.207
C 4.486 1.715 3.117
C 3.295 2.554 2.601
C 2.448 1.990 3.762
C -0.670 -1.150 2.896
H -1.017 3.558 3.538
H -0.993 3.365 1.699
H -1.860 1.305 3.787
H -2.948 0.393 1.708
H -1.857 1.346 0.701
H -0.444 -0.422 -0.995
H -2.690 -2.022 -1.730
H -1.412 -3.876 -2.798
H 0.093 -3.222 -2.130
H -1.166 -3.849 -1.045
H -2.721 -2.172 -4.137
H -0.742 -0.643 -5.629
H -2.147 -1.488 -6.289
H -2.200 1.171 -4.825
H -4.433 -0.307 -6.309
H -4.335 -0.091 -4.554
H -4.575 1.303 -5.603
H -2.504 0.548 -7.805
H -2.666 2.147 -7.079
H -1.104 1.324 -7.055
H 1.094 -0.517 0.675
H 0.718 1.035 1.475
H 3.013 -0.123 2.071
H 3.960 -2.345 2.598
H 5.159 -1.098 2.970
H 4.225 -1.853 4.274
H 3.980 1.236 5.733
H 5.104 2.288 3.810
H 5.130 1.221 2.390
H 3.428 3.633 2.558
H 2.943 2.209 1.629
H 1.402 1.740 3.591
H 2.511 2.642 4.638
H -1.193 -0.783 3.778
H -0.774 -2.234 2.851
```

energy above the lowest of the compared OMol25 structures with the same formula, charge and spin = 19.9 kcal/mol
HOMO-LUMO gap = 9.566 eV
E_LUMO = 0.542 eV
SMILES = C=CCC1(C(=O)N[C@H](C)C(=O)NCC(C)C)CN(C(=O)[C@H](C)C2(O)CCC2)C1
maximum force = 0.190 eV Å⁻¹